# 1
Below is 2 unconnected molecules or ions with the total composition C3H13N2O at a distorted geometry, with properties calculated with ωB97M-V/def2-TZVPD.

XYZ file:
```
19
Properties=species:S:1:pos:R:3:forces:R:3
O -2.478340 1.185391 -1.169399 0.07 0.53 -0.60
N 1.445561 0.219380 0.710611 0.05 0.94 0.24
N -0.072191 -0.212027 -1.459644 -0.52 0.28 1.39
C 1.075917 -1.140430 0.519127 -0.53 -1.06 -0.50
C -0.193546 -1.221901 -0.363486 0.49 -0.37 0.80
C 0.736691 0.938955 1.787169 -0.51 -0.72 -0.28
H 1.847373 -1.697964 -0.015488 0.24 0.24 0.04
H -3.441153 1.139237 -1.267402 0.21 -0.10 0.19
H -0.299978 -2.203198 -0.803485 0.06 -0.22 -0.11
H -0.547941 0.614542 -1.077781 -0.16 -0.10 -0.55
H -0.596112 -0.573667 -2.247614 0.35 0.47 -0.60
H 0.188472 0.240039 2.428036 0.01 -0.05 -0.08
H 0.872486 -1.722119 1.427915 0.03 0.19 0.08
H 0.001071 1.640899 1.381984 0.26 0.15 0.19
H 1.458944 1.406317 2.431247 0.12 0.60 0.13
H 2.432699 0.382531 0.813592 0.15 -0.39 -0.10
H 0.905776 0.079251 -1.558290 -0.03 -0.33 -0.48
H -1.102943 -1.017175 0.197285 -0.01 0.22 -0.08
H -2.232786 1.941940 -1.734376 -0.29 -0.27 0.35
```
Positions in Å, forces in eV/Å.

LUMO level	-0.1159	Eh
strongest force on any atom	1.508	eV/A
charge	+1
HOMO	-13.2713	eV
DFT total energy	-8343.0499	eV

These are the natural (NBO) partial charges, in e, on atoms 1 to 4: number 1, O, carries -0.982; number 2, N, carries -0.676; number 3, N, carries -0.688; number 4, C, carries -0.235

***

# 2
Below is C8H12N2OS in the gas phase at a distorted geometry, with properties calculated with ωB97M-V/def2-TZVPD.

XYZ file:
```
24
Properties=species:S:1:pos:R:3:forces:R:3
S 0.736869 2.097031 2.255732 0.07 1.01 0.49
O 1.829711 1.416196 -2.011030 0.37 0.93 -1.29
N -0.557250 -1.083884 -0.349824 1.37 -4.21 -2.12
N 1.002059 -0.606917 -2.027829 -0.68 -4.30 0.65
C -0.913973 1.402933 2.317078 -0.74 0.76 0.65
C -0.772174 0.235018 0.049077 -0.69 0.85 1.07
C -0.869694 0.157394 1.537943 -0.35 -1.91 1.91
C 0.271823 -2.958077 -1.797073 -0.84 -1.39 2.09
C 1.300326 1.761454 0.554930 0.98 1.31 0.11
C 0.242025 1.210533 -0.406964 -0.62 1.08 -0.82
C 0.345942 -1.540120 -1.329301 -1.79 4.31 -1.19
C 0.973846 0.664734 -1.605649 2.00 1.78 0.83
H 1.230942 -3.468312 -1.664940 -0.05 0.18 0.19
H -0.384550 2.096975 -0.738451 1.11 -0.78 0.23
H -1.756544 1.988989 1.918758 0.51 0.58 0.08
H 0.048543 -3.079621 -2.846410 -0.26 0.47 -0.24
H -1.185614 1.230159 3.396064 0.56 0.04 -1.03
H -0.510548 -3.541851 -1.153981 1.39 0.99 -1.23
H 2.267667 1.209457 0.695624 -1.14 0.02 -0.61
H 1.586767 2.768919 0.117919 -0.19 -1.34 0.57
H -1.695956 0.567009 -0.425741 -0.46 0.00 0.32
H -1.739832 -0.404662 1.844647 -0.71 -0.45 -0.34
H -1.392226 -1.646287 -0.290274 0.23 -0.36 0.36
H -0.058159 -0.477069 1.959694 -0.09 0.41 -0.67
```
Positions in Å, forces in eV/Å.

LUMO level	0.0122	Eh
SMILES string	CC1=NC(=O)[C@@H]2CSCC[C@@H]2N1
strongest force on any atom	4.911	eV/A
charge	0
HOMO	-8.4212	eV
DFT total energy	-24352.3546	eV

These are the natural (NBO) partial charges, in e, on atoms 1 to 4: number 1, S, carries 0.192; number 2, O, carries -0.553; number 3, N, carries -0.588; number 4, N, carries -0.572

***

# 3
Below is 2 unconnected molecules or ions with the total composition C29H30O4 at a distorted geometry, with properties calculated with ωB97M-V/def2-TZVPD.

XYZ file:
```
63
Properties=species:S:1:pos:R:3:forces:R:3
O 1.694695 -2.502737 3.007924 0.07 0.06 -0.17
O -0.962514 -2.317717 3.294180 -0.03 0.85 -0.09
O 0.984127 -5.819297 1.141496 -0.36 -0.17 -0.25
O -1.792411 -0.230783 3.344519 -0.53 -0.25 0.27
C -2.118540 0.821080 -1.802067 0.22 -0.02 -0.02
C 1.971789 1.658920 3.086558 -0.25 -0.12 0.10
C -3.034337 -0.891180 3.680637 0.20 0.01 -0.18
C 2.018788 -2.613608 -0.215814 -0.16 0.82 0.39
C 0.402061 1.780289 -1.071344 -0.09 -0.54 0.26
C -0.330673 -3.833282 0.693496 0.39 -0.31 -0.06
C 1.270067 -8.615465 -1.163852 -0.20 -0.23 0.34
C -1.005562 -7.784047 -1.230178 0.02 -0.12 0.24
C 0.058706 0.422906 -0.759915 -0.95 1.03 -0.44
C 1.697993 -1.278802 3.083625 0.72 0.19 -0.11
C 0.574541 -6.868985 0.319092 0.18 0.32 -0.35
C 2.016086 -3.963583 0.038756 -0.45 -0.59 0.25
C -2.791670 3.076179 -2.662643 -0.21 0.14 -0.24
C -0.769375 -1.112745 3.218272 1.00 -0.57 -0.41
C 0.946243 -0.392819 -0.014005 0.28 -0.06 0.37
C 0.564401 1.030233 3.112013 0.06 1.18 0.46
C -1.781670 2.154698 -2.064813 0.34 -0.19 0.45
C 0.531871 -0.437189 2.990943 -0.71 -1.24 -0.43
C -1.193222 -0.053959 -1.262246 0.39 0.12 0.20
C -0.731487 -6.910146 -0.177333 0.43 -0.17 -0.11
C -0.483154 2.597299 -1.758630 -0.11 -0.11 0.07
C 0.863920 -4.548820 0.583088 0.11 0.07 0.22
C -0.005543 -8.619045 -1.737283 -0.01 0.10 0.00
C 3.063195 -0.574010 3.234780 -0.19 -0.27 0.07
C -4.022524 0.159282 4.080904 -0.15 0.30 0.15
C 1.555489 -7.782064 -0.084357 -0.41 0.41 -0.23
C 2.964293 0.796575 3.873359 -0.04 0.33 -0.25
C 0.870057 -1.815079 0.040448 -0.01 -1.49 0.17
C -0.319383 -2.478546 0.429446 0.07 0.08 -0.45
H 2.293324 1.764657 2.039511 0.17 -0.01 0.19
H -1.235247 -1.905424 0.566257 0.35 -0.17 0.27
H 1.395793 2.149979 -0.790683 -0.45 -0.12 -0.03
H -3.802070 2.680291 -2.525433 0.13 0.11 -0.02
H -4.146622 0.919705 3.309916 0.02 -0.01 -0.02
H -3.126022 0.470922 -2.030047 0.31 0.02 -0.12
H -0.200856 3.611591 -2.045221 0.00 -0.25 0.20
H -4.987879 -0.306344 4.263018 -0.14 -0.03 0.01
H 1.857273 0.071560 0.367825 0.00 -0.11 -0.42
H -3.376419 -1.456041 2.804202 0.08 0.02 0.19
H 0.104628 1.312845 4.080200 -0.03 0.04 -0.38
H -2.744218 4.080780 -2.230197 0.03 -0.18 -0.05
H -1.235123 -4.334002 1.037443 0.35 0.32 0.14
H -2.014563 -7.801949 -1.643664 0.29 -0.09 0.04
H -1.491159 -6.248521 0.244642 0.29 -0.26 -0.33
H 2.917762 -2.127980 -0.594665 -0.13 -0.11 0.15
H -0.068197 1.467077 2.315968 0.15 0.11 0.42
H 1.919966 2.664054 3.526401 -0.01 -0.14 -0.25
H -3.709216 0.646663 5.004803 0.00 0.07 -0.04
H -2.619401 3.169184 -3.740202 -0.04 0.06 0.07
H 2.526919 -7.765236 0.411954 -0.23 0.08 -0.29
H 3.505146 -0.501149 2.226553 -0.03 0.00 0.18
H -2.859303 -1.598335 4.499190 0.00 0.08 -0.26
H -1.419203 -1.119096 -1.227682 -0.01 0.43 0.13
H 3.955802 1.263341 3.903706 -0.15 0.03 0.03
H 2.623391 0.701142 4.914470 0.01 0.02 -0.17
H 2.894631 -4.591123 -0.119728 -0.22 0.27 0.12
H 2.051552 -9.275169 -1.538924 -0.25 0.08 0.04
H -0.224648 -9.283524 -2.574258 0.07 0.21 0.23
H 3.715171 -1.226740 3.828987 -0.21 -0.03 -0.26
```
Positions in Å, forces in eV/Å.

LUMO level	-0.0765	Eh
strongest force on any atom	1.501	eV/A
charge	0
HOMO	-6.7719	eV
DFT total energy	-38746.8168	eV

These are the natural (NBO) partial charges, in e, on atoms 1 to 4: number 1, O, carries -0.581; number 2, O, carries -0.610; number 3, O, carries -0.504; number 4, O, carries -0.534

***

# 4
Below is a molecular structure, C2H4O2S at a distorted geometry, with properties calculated with ωB97M-V/def2-TZVPD.

XYZ file:
```
9
Properties=species:S:1:pos:R:3:forces:R:3
S -0.925448 -0.757142 0.153726 1.41 2.79 -2.08
O -0.482944 -1.641249 1.221195 0.59 -0.95 0.97
O 1.296276 0.129883 -2.124590 -0.42 -2.01 1.73
C 0.956480 -0.725629 -1.367080 -1.82 0.48 0.19
C -0.541123 1.130786 0.749164 -0.59 -5.01 1.75
H -1.129326 1.072849 1.683026 0.33 0.74 -0.55
H 0.502349 0.968498 0.910138 0.61 0.88 0.05
H -0.913580 1.646610 -0.053004 -0.54 1.88 -1.62
H 1.237317 -1.824606 -1.172575 0.45 1.19 -0.45
```
Positions in Å, forces in eV/Å.

LUMO level (spin up / spin down)	-0.0078 / -0.0077	Eh
strongest force on any atom	5.340	eV/A
charge	0
HOMO (spin up / spin down)	-8.3574 / -8.3579	eV
DFT total energy	-17065.6391	eV

These are the natural (NBO) partial charges, in e, on atoms 1 to 4: number 1, S, carries 0.957; number 2, O, carries -0.943; number 3, O, carries -0.473; number 4, C, carries 0.353

***

# 5
Below is a molecular structure, C33H38F6MnN2O4P, with properties calculated with ωB97M-V/def2-TZVPD.

XYZ file:
```
85
Properties=species:S:1:pos:R:3:forces:R:3
Mn -0.077266 0.082142 -0.532251 -0.05 -0.22 -0.70
P -1.634055 2.388721 0.178044 -0.32 0.42 -0.01
F 2.488630 -1.359584 -3.071957 -0.10 0.02 0.03
F -1.014785 -1.615023 -5.220053 0.02 0.14 0.13
F -1.856014 0.127708 -4.246380 0.05 -0.20 0.05
F 1.107554 -2.712257 -4.036007 0.01 0.07 0.00
F 0.834403 -2.184683 -1.953346 0.05 0.03 -0.11
F -1.678796 -1.746003 -3.165371 0.01 0.05 -0.09
O 3.945408 2.427465 -0.641501 -0.22 0.12 0.10
O -1.576760 -1.062784 -0.442657 -0.30 0.10 -0.47
O 0.166906 0.332115 -2.454625 -0.35 0.18 0.83
O 1.538537 0.879658 -0.286085 0.55 0.62 -0.38
N 0.205566 -0.814235 1.212854 0.41 0.17 0.09
N -0.802256 -1.671506 1.603951 -0.55 -0.38 0.15
C 0.432647 4.016169 0.862517 -0.06 -0.07 -0.01
C -1.705081 -1.730308 0.667662 0.73 0.11 0.42
C -4.372351 3.170850 0.857492 0.01 -0.02 0.04
C -1.322446 3.174648 -2.449718 -0.03 0.01 0.04
C -4.876661 -3.598334 -0.025354 -0.08 -0.07 -0.01
C -3.432902 1.991222 0.606142 0.22 -0.05 -0.03
C -1.822917 3.577322 -1.210396 0.13 -0.20 -0.08
C -0.796477 3.397389 1.545601 0.07 -0.24 -0.13
C -1.066225 -0.947378 -4.050266 -0.07 0.09 0.01
C -3.246787 -3.003376 2.146336 0.07 0.01 -0.03
C -2.584417 5.625505 -2.241221 -0.03 0.10 0.03
C 2.365376 0.106152 1.799068 0.32 0.33 -0.34
C 1.190039 -1.698228 -3.165395 -0.03 0.00 0.18
C 4.584493 1.724615 1.476889 -0.05 -0.09 -0.08
C -3.420200 1.086971 1.845467 0.04 0.00 -0.06
C -1.459453 3.980495 -3.571466 -0.02 0.09 -0.02
C -2.094844 5.207430 -3.470243 0.02 -0.05 -0.05
C -4.402492 -3.740776 2.329920 -0.05 -0.05 -0.02
C 0.322614 -0.463972 -3.546204 -0.02 -0.47 -0.10
C -0.311139 2.400152 2.603624 -0.02 -0.07 -0.02
C 1.004915 0.271781 -4.700477 -0.03 0.00 0.08
C 3.416232 2.112047 -1.930894 0.04 -0.09 -0.01
C -3.966839 1.227747 -0.616401 0.10 0.00 0.03
C -2.450446 4.821512 -1.120386 0.03 0.04 0.00
C 3.347309 0.166350 2.798064 -0.10 -0.13 0.11
C -5.221613 -4.033622 1.245846 0.02 0.02 0.04
C -3.722832 -2.855616 -0.215321 0.10 0.08 -0.01
C 3.659412 1.662101 0.449295 -0.03 -0.04 -0.17
C 1.221756 -0.725346 2.007088 -0.24 -0.09 -0.19
C -1.606656 4.485273 2.245874 0.06 -0.04 -0.04
C -2.906465 -2.554524 0.871185 -0.22 -0.04 -0.07
C 4.436649 0.986361 2.648440 0.06 0.04 0.08
C 2.491058 0.876590 0.613984 0.01 -0.27 0.60
H 3.960819 2.748446 -2.625707 0.03 -0.02 0.04
H -4.019854 3.841126 1.639769 -0.08 -0.03 -0.08
H -1.138092 1.979076 3.178259 0.04 -0.01 -0.01
H -4.972503 0.854685 -0.403729 -0.01 0.03 0.03
H 2.352131 2.316235 -2.003805 -0.07 0.00 0.04
H -1.955450 5.253900 1.558108 -0.01 0.00 0.08
H -2.607447 0.359147 1.814333 -0.03 -0.04 0.04
H 1.007493 3.249672 0.335224 0.03 0.09 0.00
H -4.546210 3.743293 -0.051848 -0.03 0.01 0.01
H 5.446240 2.362653 1.328919 0.00 0.00 -0.02
H -5.334309 2.764134 1.183232 -0.03 0.02 -0.03
H -4.672168 -4.097015 3.315767 0.02 0.05 0.02
H 1.183655 -1.329574 2.908818 -0.05 -0.03 0.02
H 3.223020 -0.437410 3.689458 0.01 0.03 0.00
H -3.434798 -2.504594 -1.198276 -0.05 0.00 0.01
H 5.184469 1.055624 3.426385 0.00 -0.01 -0.01
H 0.143907 4.783654 0.144396 0.03 0.01 -0.01
H 1.207667 -0.414806 -5.521692 0.05 0.08 -0.06
H -2.456799 4.070861 2.787414 0.06 0.05 0.03
H 0.353647 1.072364 -5.046996 -0.02 -0.02 -0.01
H -3.075570 6.587010 -2.155715 0.00 -0.01 0.02
H -0.826104 2.218324 -2.541551 0.01 -0.06 -0.02
H -6.131666 -4.599091 1.400764 0.01 -0.03 -0.04
H 1.081175 4.473599 1.613851 -0.01 -0.02 0.03
H 0.367409 2.898544 3.301089 -0.03 0.05 0.00
H -2.210440 5.836182 -4.343996 0.01 0.01 0.01
H -3.336984 0.378687 -0.869451 0.02 -0.12 -0.01
H 3.594695 1.064950 -2.183303 -0.02 -0.03 0.04
H -2.839249 5.178087 -0.177882 -0.03 -0.03 -0.06
H -5.509487 -3.845939 -0.867749 0.01 0.04 -0.02
H -4.360523 0.533773 1.913592 -0.01 0.03 0.01
H -2.596800 -2.761927 2.975935 -0.01 -0.01 0.02
H -1.068329 3.649683 -4.525571 0.00 -0.03 0.01
H -4.022422 1.880321 -1.490021 -0.01 0.01 0.02
H 1.933713 0.709978 -4.343111 0.01 -0.04 0.02
H -0.955373 4.971010 2.978177 -0.01 0.02 0.01
H 0.236858 1.579966 2.142090 0.00 0.09 0.05
H -3.309553 1.676438 2.758453 0.00 -0.03 -0.01
```
Positions in Å, forces in eV/Å.

LUMO level (spin up / spin down)	-0.0191 / -0.0307	Eh
strongest force on any atom	0.915	eV/A
multiplicity	5
charge	0
HOMO (spin up / spin down)	-8.0348 / -8.2297	eV
DFT total energy	-102924.8632	eV

These are the Mulliken partial charges, in e, on atoms 1 to 4: number 1, Mn, carries 0.342; number 2, P, carries 0.872; number 3, F, carries -0.277; number 4, F, carries -0.305

***

Copy entry 2 word for word.
Below is C8H12N2OS in the gas phase at a distorted geometry, with properties calculated with ωB97M-V/def2-TZVPD.

XYZ file:
```
24
Properties=species:S:1:pos:R:3:forces:R:3
S 0.736869 2.097031 2.255732 0.07 1.01 0.49
O 1.829711 1.416196 -2.011030 0.37 0.93 -1.29
N -0.557250 -1.083884 -0.349824 1.37 -4.21 -2.12
N 1.002059 -0.606917 -2.027829 -0.68 -4.30 0.65
C -0.913973 1.402933 2.317078 -0.74 0.76 0.65
C -0.772174 0.235018 0.049077 -0.69 0.85 1.07
C -0.869694 0.157394 1.537943 -0.35 -1.91 1.91
C 0.271823 -2.958077 -1.797073 -0.84 -1.39 2.09
C 1.300326 1.761454 0.554930 0.98 1.31 0.11
C 0.242025 1.210533 -0.406964 -0.62 1.08 -0.82
C 0.345942 -1.540120 -1.329301 -1.79 4.31 -1.19
C 0.973846 0.664734 -1.605649 2.00 1.78 0.83
H 1.230942 -3.468312 -1.664940 -0.05 0.18 0.19
H -0.384550 2.096975 -0.738451 1.11 -0.78 0.23
H -1.756544 1.988989 1.918758 0.51 0.58 0.08
H 0.048543 -3.079621 -2.846410 -0.26 0.47 -0.24
H -1.185614 1.230159 3.396064 0.56 0.04 -1.03
H -0.510548 -3.541851 -1.153981 1.39 0.99 -1.23
H 2.267667 1.209457 0.695624 -1.14 0.02 -0.61
H 1.586767 2.768919 0.117919 -0.19 -1.34 0.57
H -1.695956 0.567009 -0.425741 -0.46 0.00 0.32
H -1.739832 -0.404662 1.844647 -0.71 -0.45 -0.34
H -1.392226 -1.646287 -0.290274 0.23 -0.36 0.36
H -0.058159 -0.477069 1.959694 -0.09 0.41 -0.67
```
Positions in Å, forces in eV/Å.

LUMO level	0.0122	Eh
SMILES string	CC1=NC(=O)[C@@H]2CSCC[C@@H]2N1
strongest force on any atom	4.911	eV/A
charge	0
HOMO	-8.4212	eV
DFT total energy	-24352.3546	eV

These are the natural (NBO) partial charges, in e, on atoms 1 to 4: number 1, S, carries 0.192; number 2, O, carries -0.553; number 3, N, carries -0.588; number 4, N, carries -0.572

***

Q: Look up the strongest force on any atom of the first one.
A: 1.508 eV/A

***

Q: Which of these has the lowest strongest force on any atom?
A: C33H38F6MnN2O4P